(1)
C31H70N2O12S10 | wB97M-V/def2-TZVPD

Charge: 0
E_tot (a.u.): -6217.0431
Kohn-Sham gap (eV): 6.1
LUMO level (eV): -0.35
2S+1: 1

Each line ends with the Mulliken charge.
CARTESIAN COORDINATES (ANGSTROEM)
S 1.98 -3.60 -3.55  0.51
S -5.92 3.53 1.58  0.79
S 5.67 6.39 -2.14  0.50
S 2.22 1.78 8.38  0.43
S -4.04 -4.08 -3.74  0.66
S -1.04 3.20 -4.04  0.29
S 7.44 1.94 0.34  0.38
S -2.06 -7.03 0.46  0.60
S -5.62 0.64 -1.70  0.92
S 1.90 -2.03 3.78  0.86
O -4.53 -3.82 -2.36  -0.64
O 3.13 -2.35 3.00  -0.65
O -5.18 1.03 -3.07  -0.72
O -1.18 -7.82 1.37  -0.67
O -0.08 2.48 -3.17  -0.43
O 6.83 5.98 -2.97  -0.63
O 2.45 0.50 7.68  -0.54
O 2.75 -2.41 -3.13  -0.57
O -1.40 -3.20 0.90  -0.55
O 6.05 2.46 0.25  -0.52
O -6.82 2.61 2.33  -0.67
O -2.70 1.11 -0.01  -0.55
N -2.46 -1.17 0.50  0.04
N 2.99 2.52 0.40  -0.52
C -6.72 -0.77 -1.85  -0.93
C 1.74 -3.29 5.05  -1.17
C -2.93 -5.83 1.46  -0.75
C -5.30 -3.53 -4.90  -1.05
C -0.53 0.03 -0.02  0.43
C -4.48 3.84 2.61  -1.04
C -4.28 -5.83 -4.08  -1.02
C 2.31 -0.69 4.89  -1.16
C 1.61 -3.03 0.37  -0.16
C 3.71 2.77 8.19  -0.92
C 0.30 -3.08 -3.73  -0.71
C 1.22 -1.66 0.13  0.94
C -0.10 -1.27 0.22  0.37
C 6.24 7.69 -1.03  -0.94
C 2.90 -3.46 0.01  -1.07
C -6.62 5.19 1.72  -1.10
C 5.46 5.14 -0.87  -0.71
C -2.01 0.13 0.14  -0.20
C -1.96 4.33 -3.00  -0.76
C 2.71 1.69 -0.79  -0.78
C 2.13 -0.66 -0.20  -1.30
C 1.70 0.60 -0.44  0.70
C 7.35 0.15 0.17  -0.91
C 0.38 0.98 -0.36  -0.52
C 2.35 -3.88 -5.29  -1.07
C -6.87 1.82 -1.19  -1.19
C -3.50 -8.06 0.10  -0.95
C -1.33 -2.03 0.58  -0.36
C 8.22 2.25 -1.24  -0.94
C 1.18 2.79 7.30  -0.92
C -2.41 2.09 -4.36  -0.69
H 3.18 -0.90 -0.28  0.52
H -2.76 4.79 -3.58  0.39
H 7.60 1.86 -2.05  0.31
H -3.60 -6.40 -3.44  0.28
H -5.93 5.91 1.28  0.36
H -5.31 -6.11 -3.87  0.35
H 0.25 -2.20 -4.37  0.39
H 3.53 3.77 8.58  0.37
H 0.92 -3.02 5.72  0.37
H -4.80 4.17 3.60  0.38
H -6.14 -1.62 -2.19  0.06
H 6.40 4.98 -0.35  0.17
H -7.29 1.51 -0.24  0.40
H 4.50 2.30 8.75  0.31
H 2.50 0.20 4.29  0.30
H -3.94 -8.41 1.04  0.33
H -2.80 1.69 -3.43  0.03
H 4.69 5.46 -0.16  0.42
H 5.45 7.94 -0.32  0.33
H 3.09 -3.99 -0.93  0.18
H -5.00 -3.82 -5.91  0.40
H 2.34 2.28 -1.63  0.38
H 1.62 2.84 6.31  0.28
H -3.86 4.61 2.14  0.36
H -1.28 5.10 -2.64  0.35
H -7.56 5.21 1.18  0.32
H -6.26 -3.98 -4.64  0.34
H 2.37 2.22 1.14  0.29
H -7.65 1.89 -1.95  0.46
H 8.36 -0.26 0.11  0.40
H -0.31 -3.88 -4.16  0.40
H 6.78 -0.10 -0.73  0.25
H 3.75 -3.25 0.66  0.36
H 8.34 3.33 -1.36  0.29
H -3.19 2.62 -4.90  0.37
H -4.22 -7.47 -0.46  0.29
H -3.41 -6.33 2.31  0.42
H 1.52 -4.24 4.57  0.36
H 3.60 1.16 -1.14  0.24
H -6.39 2.79 -1.07  0.25
H -2.04 1.27 -4.98  0.37
H 5.14 4.22 -1.34  0.20
H -2.38 3.79 -2.15  0.08
H 1.48 -0.50 5.57  0.38
H 1.09 3.79 7.73  0.39
H -0.08 -2.83 -2.74  -0.03
H 3.92 2.30 0.76  0.27
H 1.70 -4.68 -5.67  0.37
H 7.13 7.36 -0.51  0.29
H -3.17 -1.51 -0.14  0.21
H 3.39 -4.19 -5.37  0.36
H -3.17 -8.91 -0.49  0.32
H -5.36 -2.45 -4.84  0.30
H 0.06 1.99 -0.56  0.50
H 0.88 -3.68 0.84  0.64
H -7.52 -0.55 -2.57  0.38
H 3.98 2.83 7.13  0.29
H -4.04 -6.03 -5.12  0.39
H -3.92 2.91 2.69  0.26
H 9.20 1.78 -1.26  0.40
H -2.21 -5.11 1.83  0.17
H 2.19 -2.96 -5.85  0.31
H -3.68 -5.32 0.85  0.26
H 6.85 -0.25 1.05  0.32
H 3.21 -0.93 5.46  0.37
H 0.20 2.32 7.25  0.31
H -6.80 5.42 2.77  0.35
H 6.47 8.57 -1.64  0.34
H -7.16 -1.00 -0.88  0.39
H 2.68 -3.37 5.61  0.37

(2)
C14H25AlClINOP | wB97M-V/def2-TZVPD

Charge: +2
E_tot (a.u.): -2019.5519
Kohn-Sham gap (spin up / spin down) (eV): 4.4 / 4.4
LUMO level (spin up / spin down) (eV): -10.28 / -10.32
Relative energy (zero: lowest compared OMol25 entry of this formula, charge and spin) (kcal/mol): 0.00
2S+1: 1

Each line ends with the natural charge from an NBO analysis.
CARTESIAN COORDINATES (ANGSTROEM)
I 1.62 -0.95 1.78  0.25
Cl 2.82 1.85 -0.85  -0.51
P 3.28 -1.68 -0.62  1.43
Al 1.12 0.69 -0.20  1.44
O -0.84 -3.17 -0.17  -0.50
N -3.73 0.53 0.33  -0.35
C -1.64 3.61 2.45  -0.20
C -2.22 0.35 0.50  -0.22
C 3.77 -1.55 -2.40  -0.94
C -1.55 1.60 1.03  -0.11
C 4.85 -1.30 0.21  -1.00
C 0.45 2.86 1.48  -0.20
C -0.61 -2.16 0.36  0.47
C -4.40 -0.75 -0.05  -0.42
C -2.26 2.50 1.85  -0.16
C 3.21 -3.50 -0.44  -0.99
C 0.62 -0.67 -1.61  -1.29
C -4.13 1.62 -0.62  -0.42
C -0.26 3.77 2.28  -0.18
C -0.19 1.82 0.81  -0.58
H 2.30 -3.88 -0.92  0.27
H 4.72 -2.09 -2.53  0.30
H 4.81 -1.68 1.23  0.27
H 1.07 -1.66 -1.69  0.20
H -3.68 2.57 -0.31  0.26
H -4.10 -1.53 0.67  0.23
H 4.09 -3.94 -0.92  0.29
H 1.54 2.96 1.39  0.23
H -5.48 -0.60 -0.01  0.25
H -5.23 1.68 -0.61  0.24
H 2.98 -1.99 -3.03  0.28
H -4.08 0.73 1.28  0.44
H -1.85 0.00 -0.47  0.23
H -3.33 2.35 1.99  0.18
H -2.24 4.36 2.99  0.25
H 0.24 4.62 2.73  0.24
H 3.90 -0.48 -2.63  0.29
H -2.09 -0.49 1.20  0.23
H -3.77 1.34 -1.63  0.23
H 4.99 -0.22 0.21  0.29
H -4.08 -1.02 -1.07  0.23
H -0.46 -0.83 -1.77  0.25
H 5.66 -1.79 -0.36  0.28
H 0.99 -0.14 -2.51  0.26
H 3.19 -3.75 0.63  0.27

(3)
C6H14IN4 | wB97M-V/def2-TZVPD

Charge: +1
E_tot (a.u.): -753.3965
SMILES: C[C@H](NI)NC1=CNC[NH2+]C1
Kohn-Sham gap (eV): 8.3
LUMO level (eV): -3.20
Relative energy (zero: lowest compared OMol25 entry of this formula, charge and spin) (kcal/mol): 8.39
2S+1: 1

Each line ends with the natural charge from an NBO analysis.
CARTESIAN COORDINATES (ANGSTROEM)
I 1.17 3.40 2.33  0.32
N -1.59 -1.33 -1.95  -0.52
N 0.83 1.47 1.94  -0.83
N 1.19 -0.34 0.23  -0.60
N -2.22 0.59 -0.94  -0.67
C 1.75 0.92 0.90  0.10
C -0.10 -0.27 -0.23  0.09
C 3.10 0.46 1.48  -0.64
C -0.60 -1.56 -0.88  -0.26
C -2.91 -0.64 -1.27  0.02
C -1.00 0.68 -0.14  -0.07
H 3.56 1.26 2.09  0.24
H -1.78 -2.18 -2.43  0.42
H 1.75 1.53 -0.07  0.21
H -3.20 -1.09 -0.40  0.22
H 0.21 -2.12 -1.29  0.24
H -1.14 -0.80 -2.71  0.44
H 2.86 -0.44 2.09  0.20
H 1.22 -1.07 0.90  0.36
H -3.71 -0.58 -1.94  0.23
H 3.75 0.23 0.66  0.24
H 1.09 1.00 2.78  0.37
H -2.34 1.48 -1.37  0.41
H -0.84 1.66 0.36  0.25
H -1.05 -2.25 -0.12  0.23

(4)
C5H17N2O | wB97M-V/def2-TZVPD

Charge: +1
E_tot (a.u.): -384.9804
Kohn-Sham gap (eV): 7.0
LUMO level (eV): -7.40
Relative energy (zero: lowest compared OMol25 entry of this formula, charge and spin) (kcal/mol): 163.34
2S+1: 1

Each line ends with the natural charge from an NBO analysis.
CARTESIAN COORDINATES (ANGSTROEM)
O 2.05 -0.41 -0.97  -0.94
N -1.30 0.65 -0.44  -0.44
N 0.65 0.66 1.54  -0.28
C -0.49 -1.66 0.06  -0.47
C -1.30 -0.44 0.47  -0.18
C 0.31 1.85 0.93  -0.36
C -0.17 1.52 -0.55  -0.26
C -0.71 -2.08 -1.40  -0.62
H -0.58 2.26 1.43  0.22
H 2.16 -1.09 -1.65  0.49
H -2.34 -0.77 0.59  0.27
H -1.73 -2.06 -1.78  0.23
H 0.61 1.08 -1.19  0.25
H -2.16 1.18 -0.53  0.41
H -0.16 -1.44 -2.12  0.20
H 0.56 -1.67 0.31  0.26
H -0.80 -2.48 0.72  0.24
H 1.08 -0.31 -0.80  0.46
H 3.57 0.66 2.71  0.07
H -0.40 2.36 -1.21  0.26
H -0.98 -0.04 1.50  0.26
H -0.21 -3.06 -1.58  0.25
H 2.74 0.59 2.86  -0.05
H 0.96 2.74 0.88  0.37
H 0.39 0.84 2.57  0.38

- Look up the E_tot of the third one.
  -753.3965 a.u.